{
  "formula": "C3HClO2S",
  "method": "the ωB97M-V functional and the def2-TZVPD basis",
  "elements": ["C", "C", "C", "O", "O", "S", "Cl", "H"],
  "coordinates": [[-1.500726, 0.932101, 0.339664], [-1.796908, 1.618395, 1.323627], [-0.919962, -0.168737, -0.027261], [1.718079, 0.819627, 0.450485], [1.049217, -0.070265, -1.762736], [1.004194, -0.136266, -0.278640], [1.657348, -1.968952, 0.370311], [-1.211242, -1.025903, -0.415451]],
  "forces_ev_per_a": [[0.8874, -2.1621, -2.3204], [-1.1441, 2.4359, 2.9531], [3.7420, 3.4388, 0.9432], [0.3979, 1.0398, 1.3148], [-0.2157, -0.7109, 3.2074], [-1.3503, -0.3381, -4.2762], [-0.4598, 0.2755, -0.2172], [-1.8574, -3.9789, -1.6047]],
  "de_lowest_kj_mol": 33.6,
  "homo_energy_ev": -11.0767
}